{"formula": "C10H19N2O2", "method": "the ωB97M-V functional and the def2-TZVPD basis", "e_homo_ha": -0.4440, "gap_ev": 8.7391, "smiles": "C=CO/C=[NH+]\\N(C=C)[C@H](CC)[C@@H](C)O", "de_lowest_kj_mol": 87.04, "charge": 1, "lumo_energy_ev": -3.34, "total_energy_ha": -652.087148, "elements": ["O", "O", "N", "N", "C", "C", "C", "C", "C", "C", "C", "C", "C", "C", "H", "H", "H", "H", "H", "H", "H", "H", "H", "H", "H", "H", "H", "H", "H", "H", "H", "H", "H"], "coordinates": [[-1.212, 1.806, 1.763], [2.228, 1.641, -1.837], [-0.092, 0.165, -0.104], [0.651, 1.322, -0.020], [1.594, 1.885, -0.739], [-0.447, -0.361, 1.215], [3.004, 0.582, -3.778], [0.501, -2.621, 0.565], [-0.683, -1.873, 1.168], [-0.835, -0.096, -1.250], [-0.873, 0.643, -2.351], [-1.627, 0.442, 1.807], [-1.962, 0.032, 3.234], [2.372, 0.503, -2.623], [-0.352, 1.576, -2.475], [-1.596, -2.104, 0.619], [1.911, 2.849, -0.344], [3.406, 1.506, -4.151], [-2.346, -0.982, 3.272], [0.315, -3.689, 0.596], [1.936, -0.407, -2.235], [-2.732, 0.692, 3.629], [-1.830, 2.349, 2.264], [0.319, 1.871, 0.793], [-0.823, -2.216, 2.191], [-2.510, 0.311, 1.162], [0.669, -2.345, -0.472], [-1.082, 0.108, 3.868], [-1.396, -1.011, -1.181], [3.132, -0.297, -4.385], [0.428, -0.183, 1.851], [1.407, -2.423, 1.127], [-1.475, 0.326, -3.181]]}



{"formula": "C10H19N2S", "method": "the ωB97M-V functional and the def2-TZVPD basis", "e_homo_ha": -0.4333, "gap_ev": 8.1454, "de_lowest_kj_mol": 303.08, "charge": 1, "lumo_energy_ev": -3.65, "total_energy_ha": -899.725275, "elements": ["S", "N", "N", "C", "C", "C", "C", "C", "C", "C", "C", "C", "C", "H", "H", "H", "H", "H", "H", "H", "H", "H", "H", "H", "H", "H", "H", "H", "H", "H", "H", "H"], "coordinates": [[-2.489, -2.226, 1.109], [0.924, 0.783, 1.050], [0.101, 4.525, 0.319], [-3.548, -3.287, 0.284], [1.813, 1.861, 1.432], [1.281, -0.304, 0.553], [1.081, -2.819, -0.205], [-0.119, -0.811, -1.597], [-2.996, -3.761, -0.898], [-0.395, 1.038, 1.313], [-1.305, -2.408, -0.130], [0.147, -1.696, -0.377], [-1.663, -3.235, -1.176], [2.007, 1.739, 2.498], [-0.394, 5.264, -0.036], [0.680, -0.159, -1.710], [-0.671, 0.733, 2.355], [1.152, -3.066, 0.808], [1.385, 2.870, 1.305], [-0.978, -3.343, -2.049], [0.794, -3.696, -0.699], [-0.409, 4.454, 1.226], [2.739, 1.733, 0.908], [-0.189, -1.460, -2.471], [-4.582, -3.164, 0.578], [-1.074, 0.469, 0.769], [-0.736, 2.087, 1.146], [-3.573, -4.427, -1.622], [1.053, 4.949, 0.314], [-0.986, -0.274, -1.302], [2.378, -0.648, 0.395], [2.047, -2.552, -0.592]]}



{"formula": "C10H19N2Si", "method": "the ωB97M-V functional and the def2-TZVPD basis", "e_homo_ha": [-0.3903, -0.4498], "gap_ev": [6.4345, 6.9184], "charge": 1, "lumo_energy_ev": [-4.18, -5.32], "s_squared": 2.0524, "total_energy_ha": -790.997022, "spin_multiplicity": 3, "elements": ["Si", "N", "N", "C", "C", "C", "C", "C", "C", "C", "C", "C", "C", "H", "H", "H", "H", "H", "H", "H", "H", "H", "H", "H", "H", "H", "H", "H", "H", "H", "H", "H"], "coordinates": [[-0.323, -0.532, -0.690], [-2.186, 1.447, -0.806], [-1.738, 0.315, -0.963], [3.520, 0.453, -0.563], [-4.039, -1.270, 0.543], [-4.290, -0.033, 1.066], [2.663, 1.372, 1.644], [-0.232, -1.264, 1.122], [-3.447, 1.791, -0.486], [2.381, 1.000, 0.311], [0.514, -1.530, -2.082], [-4.368, 1.154, 0.265], [1.164, 1.224, -0.262], [-0.854, -0.687, 1.758], [1.545, -1.755, -1.769], [0.497, -0.963, -3.068], [0.833, -1.420, 1.479], [4.458, 0.811, -0.388], [3.245, 0.881, -1.476], [-5.070, 1.806, 0.688], [-0.660, -2.245, 1.170], [-3.618, -1.404, -0.435], [3.527, -0.598, -0.548], [-3.665, 2.898, -0.531], [3.281, 0.690, 2.099], [-3.950, -2.190, 1.059], [-4.692, 0.202, 2.021], [1.851, 1.710, 2.172], [0.117, -2.457, -2.306], [1.200, 1.345, -1.432], [0.439, 1.826, 0.371], [3.347, 2.288, 1.619]]}



{"formula": "C10H19N3O5SW", "method": "the ωB97M-V functional and the def2-TZVPD basis", "e_homo_ha": -0.8996, "gap_ev": 7.6857, "de_lowest_kj_mol": 232.90, "charge": 4, "lumo_energy_ev": -16.79, "total_energy_ha": -1396.507882, "elements": ["W", "S", "O", "O", "O", "O", "O", "N", "N", "N", "C", "C", "C", "C", "C", "C", "C", "C", "C", "C", "H", "H", "H", "H", "H", "H", "H", "H", "H", "H", "H", "H", "H", "H", "H", "H", "H", "H", "H"], "coordinates": [[-0.542, 0.525, 0.043], [0.627, -2.620, -1.078], [1.943, 3.669, 0.436], [0.874, 1.483, 0.455], [-0.979, 0.001, 1.787], [-0.117, -1.136, -0.647], [-1.860, 2.088, 0.451], [-1.390, 1.377, 3.563], [-2.635, 0.014, -0.871], [-0.750, 2.062, -1.491], [2.730, -1.394, -2.131], [-1.948, 2.071, -0.839], [1.500, -2.172, -2.588], [-1.169, -1.025, 3.946], [-3.115, 1.350, -1.413], [0.197, 3.204, -1.220], [-1.186, 0.194, 3.118], [1.160, 3.030, -0.076], [2.154, -2.646, -0.072], [3.306, -2.254, -1.011], [-4.070, 1.676, -1.004], [-2.648, -0.657, -1.642], [-3.154, 1.372, -2.499], [-0.257, -1.596, 3.758], [1.776, -3.156, -3.004], [-1.246, -0.787, 5.006], [-1.448, 2.208, 2.982], [-3.314, -0.303, -0.173], [2.451, -0.391, -1.797], [4.111, -1.780, -0.452], [0.792, 3.360, -2.125], [-1.544, 1.517, 4.564], [-0.369, 4.124, -1.049], [2.232, -3.650, 0.356], [1.966, -1.949, 0.749], [-2.018, -1.656, 3.657], [3.431, -1.270, -2.956], [0.791, -1.717, -3.282], [3.718, -3.165, -1.449]]}



{"formula": "C10H20AuF3IO7PS", "method": "the ωB97M-V functional and the def2-TZVPD basis", "e_homo_ha": -0.0630, "gap_ev": 6.1413, "de_lowest_kj_mol": 162.34, "charge": -2, "lumo_energy_ev": 4.43, "total_energy_ha": -2392.452755, "elements": ["Au", "I", "S", "P", "F", "F", "F", "O", "O", "O", "O", "O", "O", "O", "C", "C", "C", "C", "C", "C", "C", "C", "C", "C", "H", "H", "H", "H", "H", "H", "H", "H", "H", "H", "H", "H", "H", "H", "H", "H", "H", "H", "H", "H"], "coordinates": [[0.328, 2.157, 1.283], [-2.111, 4.418, 2.941], [1.463, 0.201, 3.217], [0.326, 0.608, -1.728], [-0.058, 0.793, 5.373], [2.062, 0.791, 5.783], [1.178, 2.443, 4.717], [2.245, 1.170, 2.469], [1.331, 1.467, -1.021], [0.126, -0.066, 2.747], [0.520, -1.002, -1.360], [2.196, -0.956, 3.679], [-1.100, 0.843, -0.982], [0.190, 0.723, -3.204], [1.503, -3.136, -1.359], [1.801, -1.635, -1.319], [2.641, -1.232, -2.536], [-0.940, 3.824, 1.178], [-3.446, 1.102, -0.949], [-2.431, -0.645, -2.427], [1.138, 1.111, 4.846], [-2.310, 0.086, -1.086], [-2.366, -0.912, 0.071], [2.541, -1.286, -0.034], [-1.612, -1.685, -0.073], [-3.372, 1.601, 0.019], [-3.357, -1.370, 0.135], [0.933, -3.376, -2.259], [1.952, -1.577, 0.833], [-1.717, 3.672, 0.431], [3.510, -1.791, 0.004], [-2.424, 0.078, -3.241], [2.429, -3.715, -1.353], [0.906, -3.405, -0.487], [-3.347, -1.241, -2.458], [2.687, -0.209, 0.015], [2.829, -0.160, -2.484], [3.589, -1.776, -2.553], [-2.135, -0.404, 1.007], [-0.430, 4.752, 0.928], [2.083, -1.428, -3.453], [-3.364, 1.851, -1.738], [-4.418, 0.607, -1.021], [-1.565, -1.290, -2.552]]}



{"formula": "C10H20B2O4", "method": "the ωB97M-V functional and the def2-TZVPD basis", "e_homo_ha": -0.3731, "gap_ev": 10.9299, "smiles": "CC1(C)COB(B2OCC(C)(C)CO2)OC1", "de_lowest_kj_mol": 0.00, "lumo_energy_ev": 0.78, "total_energy_ha": -743.859529, "elements": ["O", "O", "O", "O", "C", "C", "C", "C", "C", "C", "C", "C", "C", "C", "B", "B", "H", "H", "H", "H", "H", "H", "H", "H", "H", "H", "H", "H", "H", "H", "H", "H", "H", "H", "H", "H"], "coordinates": [[-2.025, -0.008, -0.043], [1.462, 0.966, -0.608], [1.131, -1.421, -1.022], [-0.458, -0.597, 1.761], [-3.869, -0.028, 3.236], [2.722, -0.193, -2.324], [-2.726, 0.190, 2.255], [-3.106, -0.149, 0.819], [2.370, -1.519, -1.628], [-1.540, -0.725, 2.636], [2.682, 0.907, -1.219], [-2.196, 1.642, 2.348], [1.549, 0.159, -3.278], [4.101, -0.239, -2.984], [-0.736, -0.226, 0.468], [0.728, -0.197, -0.494], [0.615, 0.229, -2.698], [3.113, -1.741, -0.838], [-1.447, 1.844, 1.569], [2.399, -2.382, -2.329], [-4.710, 0.626, 3.020], [1.433, -0.598, -4.045], [-3.884, 0.529, 0.472], [-4.198, -1.058, 3.215], [-1.880, -1.778, 2.645], [-3.440, -1.188, 0.748], [-3.001, 2.386, 2.267], [1.712, 1.125, -3.742], [-1.736, 1.783, 3.325], [4.165, -1.111, -3.629], [-3.557, 0.218, 4.240], [-1.157, -0.436, 3.637], [4.238, 0.669, -3.570], [4.897, -0.268, -2.209], [2.935, 1.916, -1.557], [3.414, 0.669, -0.447]]}